Version a
C3H4Br2O as an isolated structure, computed with ωB97M-V/def2-TZVPD.

Last column: Löwdin spin population.
Positions of all 10 atoms, in Å:
O (0.46605, 0.02037, 1.22370)  0.10
H (-0.75573, 1.02680, -1.31159)  0.04
Br (2.20956, 1.59249, -0.26417)  0.15
H (-1.03697, -0.79246, -1.34037)  0.05
C (-0.71822, 0.02767, -0.85299)  0.74
Br (2.24599, -1.50944, -0.26879)  0.16
H (-1.42693, 0.65738, 1.12357)  0.02
C (-0.86182, -0.05335, 0.68727)  0.10
H (-1.32175, -0.99691, 0.99371)  0.01
C (1.19982, 0.02746, 0.00966)  0.63

As for the multiplicity: 3. The frontier orbital gap (spin up / spin down) is 7.46 / 7.90 eV. As for the lowest unoccupied orbital energy (spin up / spin down): 0.71 / -2.36 eV. Its net charge is 0. Its HOMO energy (spin up / spin down) is -6.75 / -10.26 eV.

Version b
A 2-piece molecular cluster, C3H4Br2O overall, computed with ωB97M-V/def2-TZVPD.

Last column: Löwdin spin population.
Positions of all 10 atoms, in Å:
C (-0.23886, 1.30239, -0.12393)  0.01
Br (-2.04391, -0.99781, 0.52478)  0.10
C (-0.43949, -0.17814, -0.09286)  0.06
O (0.09317, -0.81097, -1.24702)  0.20
H (-1.18601, 1.83849, -0.29692)  0.00
Br (2.42792, -0.53975, 0.48320)  0.21
H (0.11223, -2.74293, 0.54960)  0.72
H (0.47986, 1.71560, -0.75907)  0.00
H (0.11042, 1.42640, 0.97666)  0.00
C (0.68466, -1.01328, -0.01444)  0.69

As for the multiplicity: 3. The frontier orbital gap (spin up / spin down) is 8.06 / 8.16 eV. As for the lowest unoccupied orbital energy (spin up / spin down): 0.63 / -2.36 eV. Its net charge is 0. Its HOMO energy (spin up / spin down) is -7.43 / -10.52 eV.

Each structure's energy above the most stable one, in hartree: version a 0.0000; version b 0.0420.

Version a
A 2-piece molecular cluster, CH3BrNO2 overall, computed with ωB97M-V/def2-TZVPD.

Last column: Löwdin charge in e.
Positions of all 8 atoms, in Å:
O (-0.33091, 0.72608, -0.89780)  -0.28
H (1.71892, 1.07758, -0.68484)  0.06
H (0.81114, 0.03132, 0.38568)  0.02
Br (-2.60251, -1.48008, 0.58228)  0.02
C (0.87557, 0.28493, -0.69569)  -0.41
N (-1.26824, 0.12009, 1.14623)  -0.32
H (1.05844, -0.55319, -1.49655)  0.09
O (-0.26240, -0.20673, 1.66069)  -0.18

As for the multiplicity: 1. The frontier orbital gap (spin up / spin down) is 8.21 / 7.47 eV. As for the lowest unoccupied orbital energy (spin up / spin down): 4.01 / 3.92 eV. Its net charge is -1. Its HOMO energy (spin up / spin down) is -4.20 / -3.54 eV.

Version b
A 2-piece molecular cluster, CH3BrNO2 overall, computed with ωB97M-V/def2-TZVPD.

Last column: Löwdin charge in e.
Positions of all 8 atoms, in Å:
H (-0.17334, 1.34076, 1.46293)  0.06
H (-0.10691, 0.60322, -0.16382)  0.04
H (-1.71724, 1.03974, 0.53452)  0.06
O (-0.79182, -0.60695, 1.28499)  -0.26
C (-0.73684, 0.59559, 0.84060)  -0.46
O (1.10769, 0.21397, -1.00784)  -0.24
Br (0.85384, -2.29707, -2.13192)  0.18
N (1.56460, -0.88926, -0.81947)  -0.37

As for the multiplicity: 1. The frontier orbital gap (spin up / spin down) is 6.76 / 6.76 eV. As for the lowest unoccupied orbital energy (spin up / spin down): 3.58 / 3.58 eV. Its net charge is -1. Its HOMO energy (spin up / spin down) is -3.17 / -3.17 eV.

Each structure's energy above the most stable one, in hartree: version a 0.0000; version b 0.0183.